# 1
Entry from the OMol25 dataset: a 2-piece molecular cluster, C3H6ClNO2S overall (ωB97M-V with the def2-TZVPD basis set).

LUMO energy = 0.48 eV
charge = 0
orbital gap = 10.473 eV

Each line ends with the natural charge from an NBO analysis.
Element x y z (Å)
S: 4.67 -0.55 0.32  1.61
H: -1.73 0.10 -1.17  0.25
C: -0.06 -0.42 0.08  0.35
H: -2.35 -0.15 0.71  0.25
H: 2.41 -1.09 -0.41  0.54
H: -0.11 1.73 -0.54  0.24
H: 0.05 1.49 1.19  0.26
Cl: 4.37 1.58 0.26  -0.36
O: 3.36 -0.97 -0.49  -0.97
C: -0.28 1.00 0.25  -0.49
H: 0.40 -2.23 0.17  0.36
O: 5.77 -0.76 -0.55  -0.88
N: 0.77 -1.34 0.17  -0.65
C: -1.45 0.04 -0.05  -0.49

# 2
Entry from the OMol25 dataset: one molecule with the formula C3H6ClNO4 (ωB97M-V with the def2-TZVPD basis set).

LUMO energy = 0.51 eV
charge = 0
orbital gap = 11.984 eV
structure (SMILES) = CC[C@](O)(Cl)O[N+](=O)[O-]

Each line ends with the natural charge from an NBO analysis.
Element x y z (Å)
C: -0.35 0.23 1.07  -0.61
Cl: 0.96 -2.32 -0.91  -0.01
O: -0.65 -0.54 -1.78  -0.71
H: -0.30 1.19 1.72  0.23
H: -1.13 -1.27 -2.14  0.51
O: 0.94 -1.57 -3.84  -0.35
O: 1.58 -0.20 -2.18  -0.39
H: -1.31 -0.03 0.59  0.22
N: 1.75 -0.82 -3.42  0.74
H: -0.19 -0.68 1.73  0.21
H: 0.38 1.25 -0.50  0.23
C: 0.55 -0.67 -1.20  0.49
H: 1.57 0.42 0.34  0.23
C: 0.65 0.34 -0.12  -0.45
O: 2.81 -0.44 -3.88  -0.34

# 3
Entry from the OMol25 dataset: one molecule with the formula C3H6ClNOS (ωB97M-V with the def2-TZVPD basis set).

LUMO energy = -0.28 eV
charge = 0
orbital gap = 8.092 eV
structure (SMILES) = NC(=S)OCCCl

Each line ends with the natural charge from an NBO analysis.
Element x y z (Å)
H: -0.65 -2.09 -0.16  0.22
O: 0.93 -0.74 0.71  -0.47
H: 0.03 -1.01 -1.11  0.21
Cl: -1.55 -0.37 2.09  -0.04
C: -0.28 -0.98 -0.14  -0.16
H: -0.05 1.03 -1.47  0.45
H: 1.80 1.55 -0.99  0.42
C: 1.46 0.43 0.38  0.36
C: -1.43 -0.20 0.25  -0.39
N: 0.96 1.06 -0.70  -0.89
H: -1.42 0.97 -0.13  0.21
S: 2.52 0.96 1.54  -0.16
H: -2.33 -0.61 -0.27  0.23

# 4
Entry from the OMol25 dataset: one molecule with the formula C3H6ClPS2 (ωB97M-V with the def2-TZVPD basis set).

LUMO energy (spin up / spin down) = -1.12 / -2.34 eV
charge = 0
orbital gap (spin up / spin down) = 8.545 / 5.481 eV

Each line ends with the natural charge from an NBO analysis.
Element x y z (Å)
H: 1.89 -0.64 1.53  0.22
P: -3.18 -0.83 -0.60  0.42
C: 1.12 0.03 -0.21  -0.36
H: -0.80 1.25 -0.61  0.25
S: 2.33 1.42 -0.55  0.12
C: -0.16 0.42 -1.06  -0.51
H: 0.00 0.63 -2.10  0.23
H: 0.54 0.63 1.87  0.22
S: -1.20 -1.13 -1.23  -0.10
C: 0.90 -0.27 1.30  -0.63
Cl: -3.13 0.62 0.82  -0.30
H: 1.43 -0.99 -0.55  0.21
H: 0.27 -1.15 1.39  0.23

# 5
Entry from the OMol25 dataset: C3H6CuO2 as an isolated structure (ωB97M-V with the def2-TZVPD basis set).

LUMO energy = -6.24 eV
charge = +1
orbital gap = 7.100 eV

Each line ends with the natural charge from an NBO analysis.
Element x y z (Å)
O: 2.98 3.00 3.23  -0.68
H: 3.62 2.35 3.55  0.48
C: 2.96 2.96 1.83  -0.15
H: 3.91 3.30 1.38  0.20
H: 1.89 -0.12 0.15  0.26
O: 1.07 2.07 -1.77  -1.07
C: 2.20 0.89 0.40  -0.39
H: 2.00 1.58 -1.55  0.56
H: 0.34 1.46 -1.58  0.52
H: 2.19 3.67 1.49  0.22
Cu: 0.90 3.48 -3.36  0.97
C: 2.71 1.63 1.28  0.09

# 6
Entry from the OMol25 dataset: one molecule with the formula C3H6F2S (ωB97M-V with the def2-TZVPD basis set).

LUMO energy = 0.31 eV
charge = 0
orbital gap = 9.945 eV
structure (SMILES) = CC(C)(F)SF

Each line ends with the natural charge from an NBO analysis.
Element x y z (Å)
H: 0.28 1.64 -0.68  0.24
C: 0.74 -0.64 1.06  -0.70
H: 1.67 -1.03 0.65  0.24
S: -1.77 0.49 0.97  0.57
C: -0.26 -0.28 -0.04  0.28
H: 0.21 -1.38 1.69  0.24
H: -0.23 0.62 -1.98  0.24
C: 0.33 0.62 -1.08  -0.68
F: -0.70 -1.60 -0.69  -0.41
H: 1.16 0.18 1.70  0.24
H: 1.32 0.37 -1.34  0.22
F: -2.75 1.01 -0.25  -0.48

# 7
Entry from the OMol25 dataset: a 2-piece molecular cluster, C3H6F3N3 overall (ωB97M-V with the def2-TZVPD basis set).

LUMO energy = -10.37 eV
charge = +2
orbital gap = 5.557 eV

Each line ends with the natural charge from an NBO analysis.
Element x y z (Å)
H: -0.58 0.07 -2.40  0.38
C: -2.19 0.31 0.04  0.42
H: -0.67 0.05 1.21  0.42
F: 2.96 -0.71 0.31  -0.14
C: 0.05 -0.39 -0.47  0.17
H: -2.93 0.52 1.86  0.42
C: 4.01 -0.08 0.73  1.39
F: 4.36 0.85 -0.12  -0.15
F: 4.66 -0.31 1.75  -0.10
N: 0.12 -0.45 -1.73  -0.71
H: -4.19 0.40 0.86  0.48
H: 0.78 -1.06 -2.19  0.44
H: -2.30 0.19 -1.05  0.23
N: -3.13 0.51 0.88  -0.68
N: -0.95 0.09 0.32  -0.56

# 8
Entry from the OMol25 dataset: an isolated ion of composition C3H6FIN3 and charge +1 (ωB97M-V with the def2-TZVPD basis set).

LUMO energy = -4.60 eV
charge = +1
orbital gap = 8.853 eV
structure (SMILES) = CN1[NH+]=CN(I)[C@H]1F

Each line ends with the natural charge from an NBO analysis.
Element x y z (Å)
H: -0.06 1.76 -1.10  0.21
N: -0.42 0.31 0.43  -0.29
C: 1.62 -0.63 0.23  0.31
C: -1.83 0.06 0.69  -0.43
H: -2.36 1.00 0.64  0.24
C: -0.04 0.70 -0.87  0.54
H: 0.31 -1.13 1.77  0.45
H: 2.49 -1.21 0.53  0.26
F: -0.57 -0.01 -1.87  -0.31
I: 2.98 0.59 -2.21  0.53
N: 1.62 0.19 -0.79  -0.60
H: -2.28 -0.63 -0.04  0.22
H: -1.94 -0.34 1.69  0.23
N: 0.49 -0.66 0.89  -0.35

# 9
Entry from the OMol25 dataset: one molecule with the formula C3H6FN (ωB97M-V with the def2-TZVPD basis set).

LUMO energy = 1.13 eV
charge = 0
orbital gap = 10.614 eV
structure (SMILES) = FC[C@@H]1CN1

Each line ends with the natural charge from an NBO analysis.
Element x y z (Å)
C: 1.36 -0.27 -0.03  -0.25
H: -1.66 -1.35 -0.20  0.17
F: -2.31 0.59 -0.18  -0.37
H: 0.01 0.10 -1.56  0.20
H: -1.44 -0.36 1.26  0.18
N: 0.90 1.14 0.00  -0.61
C: -1.33 -0.34 0.18  0.04
H: 2.07 -0.40 -0.78  0.20
H: 1.64 -0.77 0.89  0.20
C: 0.04 0.05 -0.48  -0.12
H: 0.72 1.61 0.89  0.37

# 10
Entry from the OMol25 dataset: one molecule with the formula C3H6FN (ωB97M-V with the def2-TZVPD basis set).

LUMO energy = 1.09 eV
charge = 0
orbital gap = 11.253 eV
structure (SMILES) = CC/N=C/F

Each line ends with the natural charge from an NBO analysis.
Element x y z (Å)
H: 0.26 0.92 -1.54  0.20
N: -1.51 -0.08 0.49  -0.45
H: 0.24 -0.49 1.14  0.20
H: 0.56 1.79 -0.07  0.22
H: 0.01 -1.37 -0.34  0.19
C: -0.13 -0.39 0.19  -0.24
C: 0.58 0.77 -0.53  -0.62
H: 1.55 0.34 -0.64  0.21
H: -2.11 -0.34 -1.47  0.12
C: -2.36 -0.04 -0.45  0.49
F: -3.66 0.19 -0.26  -0.32

# 11
Entry from the OMol25 dataset: one molecule with the formula C3H6FNO (ωB97M-V with the def2-TZVPD basis set).

LUMO energy = 0.33 eV
charge = 0
orbital gap = 9.833 eV
structure (SMILES) = NC(=O)CCF

Each line ends with the natural charge from an NBO analysis.
Element x y z (Å)
H: 1.52 0.68 1.51  0.21
H: -3.32 0.04 0.36  0.43
H: -0.24 -1.77 0.83  0.24
H: 0.52 -1.18 -1.03  0.28
C: -1.05 0.04 -0.02  0.64
H: -2.62 -1.37 -0.05  0.40
O: -0.72 1.31 -0.17  -0.66
C: 0.15 -0.94 0.04  -0.55
H: 0.93 1.20 -0.29  0.27
N: -2.31 -0.39 -0.05  -0.81
F: 2.57 -0.25 -0.23  -0.48
C: 1.22 0.37 0.40  0.03

# 12
Entry from the OMol25 dataset: a 2-piece molecular cluster, C3H6FNO overall (ωB97M-V with the def2-TZVPD basis set).

LUMO energy (spin up / spin down) = 0.54 / 0.67 eV
charge = 0
orbital gap (spin up / spin down) = 8.134 / 8.214 eV

Each line ends with the natural charge from an NBO analysis.
Element x y z (Å)
C: 0.21 -1.12 0.13  0.13
H: 1.36 -0.12 1.49  0.24
F: 0.11 -1.46 -1.28  -0.40
H: 2.24 -1.52 0.94  0.20
H: -1.32 0.67 -1.75  0.41
H: -1.88 2.12 -1.22  0.39
C: 1.52 -0.67 0.65  -0.69
N: -1.50 1.27 -0.98  -0.83
C: -0.96 1.02 0.17  0.68
H: -0.74 -1.57 0.68  0.21
O: -1.11 1.44 1.23  -0.56
H: 2.06 -0.06 -0.04  0.23

# 13
Entry from the OMol25 dataset: C3H6FNO2 as an isolated structure (ωB97M-V with the def2-TZVPD basis set).

LUMO energy = 0.67 eV
charge = 0
orbital gap = 10.102 eV

Each line ends with the natural charge from an NBO analysis.
Element x y z (Å)
C: 0.03 0.64 0.07  0.92
H: 2.49 0.53 1.68  0.21
C: -2.27 1.00 -0.80  -0.45
H: -3.33 1.36 -0.79  0.21
H: 2.51 1.30 -0.03  0.21
N: -1.76 0.91 0.55  -0.09
F: -2.17 -0.34 1.10  -0.30
H: 2.29 2.44 1.36  0.22
H: -1.59 1.91 -1.15  0.20
C: 2.11 1.42 0.97  -0.27
O: 0.35 0.05 -0.84  -0.56
O: 0.64 1.34 0.92  -0.49
H: -2.05 0.23 -1.44  0.20

# 14
Entry from the OMol25 dataset: one molecule with the formula C3H6FNOS (ωB97M-V with the def2-TZVPD basis set).

LUMO energy = 0.60 eV
charge = 0
orbital gap = 10.211 eV
structure (SMILES) = C[C@H](F)C(=O)NS

Each line ends with the natural charge from an NBO analysis.
Element x y z (Å)
C: -1.88 -0.01 0.06  -0.63
H: -0.30 0.53 1.45  0.19
H: 2.15 -1.40 -0.69  0.40
C: 0.44 -0.81 0.03  0.65
F: -0.12 1.44 -0.29  -0.36
C: -0.45 0.32 0.39  0.09
S: 2.79 0.68 0.12  0.14
H: -2.05 -0.81 0.73  0.23
H: 2.52 1.83 -0.68  0.15
N: 1.67 -0.47 -0.62  -0.76
H: -2.65 0.88 0.46  0.22
O: 0.00 -1.92 0.09  -0.56
H: -2.11 -0.29 -1.06  0.24

# 15
Entry from the OMol25 dataset: a 2-piece molecular cluster, C3H6FO2S overall (ωB97M-V with the def2-TZVPD basis set).

LUMO energy = 3.36 eV
charge = -1
orbital gap = 6.303 eV

Each line ends with the natural charge from an NBO analysis.
Element x y z (Å)
H: -3.71 0.47 -0.75  0.18
C: -3.38 0.36 0.27  -0.42
F: 0.76 0.23 0.52  -0.37
H: -1.88 -0.65 1.65  0.20
H: 1.44 -0.22 -1.27  0.14
H: -1.58 -0.90 -0.06  0.21
O: 4.26 0.50 -0.77  -1.08
S: 3.40 -0.24 0.19  1.44
C: 1.71 0.40 -0.43  -0.23
C: -2.33 -0.42 0.62  -0.36
O: 3.34 -1.67 -0.08  -1.06
H: 2.07 1.37 -0.77  0.17
H: -4.09 0.79 0.87  0.18

# 16
Entry from the OMol25 dataset: one molecule with the formula C3H6I2S (ωB97M-V with the def2-TZVPD basis set).

LUMO energy = -0.66 eV
charge = 0
orbital gap = 8.022 eV

Each line ends with the natural charge from an NBO analysis.
Element x y z (Å)
C: -0.22 -0.94 0.08  -0.25
H: -1.19 -0.67 1.99  0.23
S: 1.03 -2.24 -0.08  0.06
C: 0.05 -0.11 -1.31  -0.66
H: -0.77 0.55 -1.58  0.21
H: -0.89 0.84 0.95  0.23
H: 0.89 0.48 -1.20  0.22
H: 0.36 0.21 1.94  0.24
I: -1.90 -2.32 -0.07  0.16
H: 0.42 -0.65 -2.18  0.24
I: 3.23 -1.26 0.27  -0.01
C: -0.49 -0.08 1.33  -0.68

# 17
Entry from the OMol25 dataset: C3H6IMgO3 as an isolated structure (ωB97M-V with the def2-TZVPD basis set).

LUMO energy = -5.95 eV
charge = +1
orbital gap = 7.115 eV

Each line ends with the natural charge from an NBO analysis.
Element x y z (Å)
H: 2.05 -0.74 1.28  0.19
I: -2.75 -3.00 -0.27  -0.65
H: -2.51 0.76 0.38  0.22
Mg: -0.28 -2.67 -0.80  1.63
H: -2.41 1.87 -0.96  0.23
H: 2.97 0.72 1.54  0.23
O: -0.60 1.36 -0.21  -0.43
O: 0.08 -0.78 -0.17  -0.89
C: 0.29 0.43 -0.05  1.06
C: -1.94 0.99 -0.52  -0.27
H: -1.99 0.17 -1.24  0.20
H: 3.17 -0.20 0.02  0.20
C: 2.47 0.13 0.78  -0.27
O: 1.44 0.97 0.22  -0.44

# 18
Entry from the OMol25 dataset: a 2-piece molecular cluster, C3H6IN overall (ωB97M-V with the def2-TZVPD basis set).

LUMO energy = 0.71 eV
charge = 0
orbital gap = 9.810 eV
structure (SMILES) = C=CI.C=N

Each line ends with the natural charge from an NBO analysis.
Element x y z (Å)
H: -0.80 0.31 -0.79  0.35
H: 0.70 -1.22 -2.81  0.16
C: 0.11 -0.42 -2.35  -0.02
I: 1.97 2.84 1.27  0.09
H: -0.08 -0.29 2.64  0.21
C: 0.23 0.78 2.62  -0.41
H: -0.48 0.12 -3.10  0.14
C: 1.01 0.97 1.59  -0.32
H: -0.06 1.49 3.23  0.19
H: 1.15 0.15 0.96  0.22
N: -0.06 -0.32 -1.11  -0.62

# 19
Entry from the OMol25 dataset: a 2-piece molecular cluster, C3H6IN2 overall (ωB97M-V with the def2-TZVPD basis set).

LUMO energy (spin up / spin down) = -5.92 / -5.42 eV
charge = +1
orbital gap (spin up / spin down) = 8.201 / 8.316 eV

Each line ends with the natural charge from an NBO analysis.
Element x y z (Å)
H: 2.12 -0.35 0.04  0.26
N: -0.01 -0.85 -0.27  -0.62
C: -0.15 1.35 0.26  -0.02
N: 0.97 1.31 -0.32  -0.28
C: 1.22 -0.10 -0.61  -0.14
H: 1.45 -0.02 -1.69  0.27
H: -0.69 -1.32 -1.00  0.47
H: 0.14 -1.69 0.22  0.46
I: -2.91 -0.32 0.25  0.35
H: -0.61 2.39 0.29  0.26
H: -0.66 -0.46 2.38  0.19
C: -0.87 0.07 0.46  -0.20

# 20
Entry from the OMol25 dataset: a 3-piece molecular cluster, C3H6INO overall (ωB97M-V with the def2-TZVPD basis set).

LUMO energy = 0.50 eV
charge = 0
orbital gap = 10.678 eV
structure (SMILES) = N=C=O.C=C.I

Each line ends with the natural charge from an NBO analysis.
Element x y z (Å)
C: 0.41 0.51 0.49  -0.42
H: -1.48 -0.07 -0.30  0.19
H: -0.45 0.61 -1.44  0.19
N: 2.38 -2.08 -0.42  -0.78
C: -0.61 0.40 -0.35  -0.35
H: -4.76 0.02 -1.54  0.10
H: 0.47 0.22 1.52  0.20
H: 2.74 -1.13 -0.32  0.39
O: 0.30 -2.66 0.59  -0.48
H: 1.33 1.06 0.20  0.19
I: -4.35 -0.07 0.00  -0.10
C: 1.26 -2.18 0.18  0.86

Result set for ΔE to the lowest compared entry with this formula, charge and spin: 247.5; 325.6; 297.5; 243.7; 0.0; 122.2; 234.1; 0.0; 81.4; 2.4; 396.1; 345.8; 446.5; 133.1; 150.6; 37.7; 0.0; 138.6; 494.2; 125.6 kJ/mol, one per record in the order listed.